Here is a molecular structure, C18H24BFeIN9OSbSe4 at a distorted geometry from the Open Molecules 2025 dataset. Energies are from the ωB97M-V functional and the def2-TZVPD basis.

Computed properties:
Energy relative to the best compared isomer or geometry (same formula, charge and spin) (eV): 0.215
Charge: -1
F_max (Eh/bohr): 0.049
Frontier orbital gap (alpha / beta) (eV): 6.655 / 6.153
Spin multiplicity: 6

Each line ends with the Mulliken spin population.
Cartesian coordinates (Å):
Fe  -0.96  0.18  -1.43  3.78
C  -1.50  3.44  -2.64  0.00
C  -0.97  3.25  -1.25  0.00
C  -0.85  4.21  -0.20  0.00
C  -0.37  3.48  0.85  0.01
N  -0.12  2.19  0.43  0.00
N  -0.45  2.11  -0.87  0.09
B  0.77  0.99  1.00  -0.12
N  1.66  0.31  -0.01  -0.01
C  2.97  -0.03  0.06  0.01
C  3.27  -0.85  -1.01  0.00
C  2.09  -1.04  -1.71  0.00
C  1.88  -1.77  -2.96  0.00
N  1.12  -0.30  -1.09  0.06
N  -0.23  -0.05  1.56  -0.03
C  -0.45  -0.49  2.81  0.01
C  -1.52  -1.33  2.74  0.00
C  -1.82  -1.41  1.40  0.00
C  -2.97  -2.11  0.80  -0.01
N  -1.06  -0.63  0.64  0.07
N  1.71  1.58  2.05  0.00
C  2.52  2.59  1.72  0.00
C  3.03  3.09  2.88  0.00
C  2.47  2.29  3.90  0.00
C  2.67  2.54  5.38  0.00
N  1.72  1.29  3.37  0.00
H  -2.41  3.99  -2.67  0.00
H  -0.76  4.02  -3.32  0.00
H  -1.70  2.47  -3.08  0.00
H  -1.19  5.24  -0.27  0.00
H  -0.13  3.87  1.82  0.00
H  3.53  0.24  0.92  0.00
H  4.20  -1.29  -1.24  0.00
H  1.60  -1.12  -3.72  0.00
H  2.88  -2.15  -3.28  0.00
H  1.23  -2.64  -2.86  0.00
H  0.13  -0.14  3.64  0.00
H  -2.04  -1.87  3.47  0.00
H  -3.79  -1.38  0.70  0.00
H  -2.83  -2.52  -0.16  0.01
H  -3.33  -2.82  1.54  0.00
H  2.57  2.93  0.69  0.00
H  3.65  3.95  2.92  0.00
H  1.72  2.69  5.92  0.00
H  3.18  1.68  5.86  0.00
H  3.24  3.48  5.45  0.00
Se  -3.97  -2.91  -4.21  0.26
Sb  -3.23  -0.72  -3.61  -0.04
Se  -0.92  0.05  -4.09  0.04
Se  -3.90  0.24  -1.45  0.05
Se  -4.84  0.12  -5.37  0.80
N  -0.34  -3.80  -0.10  0.00
C  -0.92  -3.73  -1.31  0.00
O  -1.24  -2.69  -1.82  -0.01
C  -1.27  -4.96  -2.16  0.01
I  0.39  -6.04  -2.77  0.00
H  -0.28  -2.95  0.49  0.00
H  -0.21  -4.69  0.35  0.00
H  -1.67  -4.50  -3.07  0.01
H  -1.97  -5.61  -1.63  0.00

***

Here is a molecular structure, C18H24BiBrN3OS3 at a distorted geometry from the Open Molecules 2025 dataset. Energies are from the ωB97M-V functional and the def2-TZVPD basis.

Computed properties:
Energy relative to the best compared isomer or geometry (same formula, charge and spin) (eV): 0.280
Charge: +1
F_max (Eh/bohr): 0.048
Frontier orbital gap (eV): 7.703
Spin multiplicity: 1

Each line ends with the Löwdin charge.
Cartesian coordinates (Å):
Bi  1.19  1.21  0.52  1.32
N  0.31  -0.81  2.14  -0.08
C  -0.51  -1.89  1.52  -0.26
C  0.23  -2.71  0.49  -0.19
C  -0.74  -3.34  -0.57  -0.17
C  -0.77  -2.61  -1.94  -0.27
N  -1.21  -1.19  -1.86  -0.01
H  1.21  -1.16  2.36  0.04
H  -0.08  -0.49  3.05  0.11
H  -1.38  -1.44  1.09  0.09
H  -0.83  -2.60  2.30  0.13
H  0.75  -3.50  1.03  0.11
H  0.98  -2.15  -0.04  0.06
H  -1.74  -3.45  -0.20  0.09
H  -0.50  -4.40  -0.71  0.11
H  -1.43  -3.18  -2.61  0.11
H  0.27  -2.63  -2.35  0.10
H  -2.16  -1.08  -1.51  0.07
H  -1.25  -0.75  -2.79  0.07
S  4.65  3.86  2.03  0.67
C  3.46  2.98  1.49  -1.79
S  2.64  3.28  -0.05  0.36
S  2.70  1.65  2.42  0.41
Br  5.55  -2.62  1.73  0.84
C  4.57  -2.02  0.27  -0.69
C  4.56  -2.61  -0.98  -0.04
C  3.66  -2.02  -1.94  -0.03
C  2.82  -1.01  -1.60  -0.15
N  2.87  -0.44  -0.37  -0.12
C  3.76  -0.91  0.51  -0.22
H  5.16  -3.49  -1.24  0.13
H  3.54  -2.38  -2.96  0.12
H  2.13  -0.56  -2.33  0.12
H  3.84  -0.46  1.50  0.03
C  -2.60  3.30  2.64  0.02
C  -1.77  2.63  1.58  -0.33
O  -0.60  2.30  1.81  -0.16
C  -2.44  2.44  0.20  -0.16
C  -1.66  2.65  -0.95  -0.06
C  -2.30  2.63  -2.20  -0.05
C  -3.70  2.37  -2.26  -0.04
C  -4.41  2.06  -1.08  -0.06
C  -3.81  2.11  0.17  -0.02
H  -2.11  3.36  3.60  0.09
H  -3.51  2.65  2.77  0.10
H  -2.98  4.29  2.35  0.11
H  -0.62  2.98  -0.72  0.07
H  -1.70  3.00  -3.02  0.11
H  -4.24  2.42  -3.19  0.11
H  -5.47  1.87  -1.13  0.11
H  -4.32  1.90  1.06  0.09

***

Here is a molecular structure, C18H24BiCl2N2O at a distorted geometry from the Open Molecules 2025 dataset. Energies are from the ωB97M-V functional and the def2-TZVPD basis.

Computed properties:
Energy relative to the best compared isomer or geometry (same formula, charge and spin) (eV): 3.326
Charge: -1
F_max (Eh/bohr): 0.185
Frontier orbital gap (alpha / beta) (eV): 4.525 / 4.102
Spin multiplicity: 1

Each line ends with the Löwdin charge.
Cartesian coordinates (Å):
Bi  0.92  1.70  -1.48  1.14
Cl  3.04  2.39  -0.20  -0.17
Cl  -1.11  0.25  -2.27  -0.25
C  0.67  3.12  -2.90  -0.49
H  -0.07  2.90  -3.72  -0.02
H  1.37  4.00  -2.96  -0.03
C  2.15  0.11  -2.88  -0.35
C  2.10  1.41  -3.24  -0.58
H  1.26  -0.54  -2.98  0.04
C  3.46  2.24  -3.38  -0.23
H  1.52  1.59  -4.22  0.12
C  4.66  1.31  -3.48  -0.22
H  3.38  2.90  -4.26  0.10
H  3.57  2.88  -2.50  0.01
C  4.66  0.29  -2.34  -0.24
H  4.63  0.79  -4.44  0.11
H  5.59  1.90  -3.46  0.10
C  3.39  -0.58  -2.30  -0.22
H  5.52  -0.39  -2.44  0.09
H  4.76  0.82  -1.39  0.04
H  3.53  -1.49  -2.93  0.11
H  3.21  -0.94  -1.24  0.10
C  -3.17  -2.60  3.11  0.00
N  -1.91  -2.16  2.55  -0.09
N  -1.70  -0.90  2.15  0.04
C  -0.42  -0.81  1.59  -0.38
O  0.05  0.31  1.13  -0.13
C  0.13  -2.11  1.70  0.06
C  -0.82  -2.92  2.28  -0.27
C  -0.78  -4.37  2.61  -0.03
C  -2.68  0.11  2.21  -0.19
C  -3.30  0.43  3.42  -0.04
C  -4.30  1.40  3.45  -0.09
C  -4.66  2.06  2.27  -0.10
C  -4.02  1.76  1.06  -0.06
C  -3.01  0.79  1.03  0.01
H  -3.12  -3.68  3.23  0.08
H  -4.01  -2.36  2.44  0.11
H  -3.36  -2.15  4.09  0.08
H  1.10  -2.40  1.36  0.11
H  -0.76  -4.55  3.69  0.09
H  -1.63  -4.92  2.18  0.08
H  0.14  -4.79  2.19  0.09
H  -2.99  -0.09  4.33  0.11
H  -4.79  1.63  4.40  0.10
H  -5.44  2.82  2.29  0.10
H  -4.28  2.27  0.14  0.11
H  -2.49  0.54  0.10  0.06

***

Question: Look up the F_max of the third one.
Answer: 0.185 Eh/bohr

***

Question: The lowest F_max belongs to which entry?
Answer: C18H24BiBrN3OS3

***

Question: Which value of spin multiplicity does entry 1 give?
Answer: 6